1.
Formula: C2H4NP
Source: the Open Molecules 2025 dataset
Level of theory: ωB97M-V/def2-TZVPD

Results
E_tot: -474.5713 a.u.
LUMO energy (spin up / spin down): 0.17 / 0.17 eV
E_HOMO (spin up / spin down): -8.8180 / -8.8174 eV
frontier orbital gap (spin up / spin down): 8.98 / 8.98 eV
relative energy (zero: lowest compared OMol25 entry of this formula, charge and spin): 64.3 kcal/mol

Last column: Löwdin charge in e.
Geometry (Å):
1 C 0.419 0.252 0.132  -0.7820
2 C -1.021 0.168 0.391  -0.0653
3 N 1.352 1.040 0.191  -0.1529
4 P 1.959 -0.605 0.017  0.7919
5 H -1.347 -0.968 0.169  0.1273
6 H -1.534 0.721 -0.354  0.0645
7 H -1.208 0.297 1.402  0.0518
8 H 1.381 -0.904 -1.947  -0.0353



2.
Formula: C46H27Cl5N4O2Pb
Source: the Open Molecules 2025 dataset
Level of theory: ωB97M-V/def2-TZVPD

Results
E_tot: -4632.3374 a.u.
LUMO energy (spin up / spin down): -1.92 / -2.28 eV
E_HOMO (spin up / spin down): -7.0858 / -7.3649 eV
frontier orbital gap (spin up / spin down): 5.17 / 5.09 eV
relative energy (zero: lowest compared OMol25 entry of this formula, charge and spin): 51.8 kcal/mol

Last column: Löwdin charge in e.
Geometry (Å):
1 Pb 0.105 -0.149 -0.094  1.2874
2 Cl 1.635 -8.376 -3.522  0.6771
3 C 1.859 -6.789 -2.875  -0.6629
4 C 2.305 -5.659 -3.598  -0.0812
5 C 2.335 -4.426 -2.997  -0.0059
6 C 1.873 -4.213 -1.663  -0.1656
7 C 1.567 -5.349 -0.922  0.0029
8 C 1.477 -6.625 -1.535  -0.0855
9 C 1.763 -2.916 -1.080  -0.0345
10 C 1.444 -2.845 0.379  -0.2462
11 C 2.171 -3.416 1.468  -0.0444
12 C 1.580 -3.073 2.643  0.0044
13 C 0.462 -2.209 2.305  -0.2788
14 C -0.259 -1.379 3.218  -0.0318
15 C -0.215 -1.847 4.630  -0.1906
16 C 0.069 -0.894 5.650  -0.0222
17 C 0.115 -1.326 6.975  -0.1136
18 C -0.292 -2.597 7.311  -0.7183
19 Cl -0.213 -3.054 8.933  0.7184
20 C -0.565 -3.558 6.315  -0.0863
21 C -0.525 -3.177 4.975  -0.0271
22 C -0.979 -0.139 2.957  -0.1700
23 N -0.892 0.580 1.797  -0.0074
24 C -1.618 1.746 1.901  -0.2098
25 C -1.778 2.779 0.985  -0.0271
26 C -2.669 3.908 1.358  -0.1969
27 C -3.827 4.303 0.654  -0.0339
28 C -4.569 5.377 1.046  -0.1107
29 C -4.234 6.072 2.246  -0.6749
30 Cl -5.377 7.282 2.626  0.6936
31 C -3.114 5.699 2.990  -0.0661
32 C -2.333 4.644 2.480  -0.0478
33 C -1.150 2.818 -0.376  -0.1693
34 C -1.434 3.647 -1.523  0.0078
35 C -0.464 3.392 -2.476  -0.0183
36 C 0.427 2.386 -2.046  -0.2020
37 N 0.026 2.111 -0.680  0.0026
38 C 1.372 1.665 -2.867  -0.0212
39 C 1.846 0.291 -2.742  -0.2700
40 C 3.087 -0.195 -3.219  0.0136
41 C 3.353 -1.441 -2.600  0.0179
42 C 2.146 -1.728 -1.840  -0.2360
43 N 1.236 -0.686 -2.044  0.0105
44 C 1.870 2.428 -3.973  -0.2157
45 C 2.385 3.709 -3.683  -0.0049
46 C 2.950 4.450 -4.719  -0.0631
47 C 2.992 3.924 -6.056  -0.6903
48 Cl 3.916 4.603 -7.272  0.7322
49 C 2.330 2.672 -6.316  -0.1033
50 C 1.805 1.970 -5.308  -0.0379
51 C -2.157 1.767 3.252  -0.0002
52 C -1.701 0.705 3.925  -0.0008
53 N 0.274 -2.258 0.936  0.0273
54 H 2.527 -5.842 -4.638  0.1054
55 H 2.628 -3.608 -3.633  0.1022
56 H 1.275 -5.278 0.123  0.1122
57 H 1.240 -7.562 -1.037  0.0967
58 H 3.081 -3.960 1.280  0.1223
59 H 1.949 -3.353 3.600  0.1115
60 H 0.237 0.193 5.372  0.1410
61 H 0.294 -0.619 7.790  0.1094
62 H -0.785 -4.607 6.534  0.1115
63 H -0.670 -3.959 4.172  0.1437
64 H -4.058 3.709 -0.225  0.1201
65 H -5.477 5.683 0.538  0.0983
66 H -2.860 6.145 3.930  0.1035
67 H -1.441 4.357 3.097  0.1405
68 H -2.280 4.318 -1.521  0.0960
69 H -0.379 3.832 -3.454  0.1164
70 H 3.750 0.402 -3.792  0.1041
71 H 4.200 -2.108 -2.539  0.1127
72 H 2.248 4.077 -2.670  0.1287
73 H 3.421 5.399 -4.570  0.0954
74 H 2.409 2.186 -7.323  0.1261
75 H 1.425 0.981 -5.467  0.1242
76 H -2.841 2.466 3.721  0.1213
77 H -1.908 0.394 4.909  0.0971
78 C -3.850 -1.027 -1.728  -0.0123
79 C -2.409 -1.410 -1.428  -0.6906
80 O -2.047 -2.565 -1.233  0.0345
81 O -1.723 -0.317 -1.369  -0.1598
82 H -3.940 0.017 -2.067  0.0752
83 H -4.523 -1.153 -0.837  0.0978
84 H -4.280 -1.662 -2.489  0.0682
85 Cl 2.378 0.264 1.029  0.0236



3.
Formula: C2H3F2O2S
Source: the Open Molecules 2025 dataset
Level of theory: ωB97M-V/def2-TZVPD

Results
E_tot: -826.3858 a.u.
LUMO energy: 4.09 eV
E_HOMO: -3.3838 eV
frontier orbital gap: 7.47 eV
relative energy (zero: lowest compared OMol25 entry of this formula, charge and spin): 34.8 kcal/mol
charge: -1

Last column: Löwdin charge in e.
Geometry (Å):
1 C 1.320 -0.172 -0.472  0.0286
2 C -0.289 0.738 0.399  -0.5122
3 O -1.078 -1.684 1.027  -0.5759
4 O -2.071 -0.682 -1.018  -0.5487
5 F 0.103 1.304 1.587  -0.0256
6 F -0.489 1.808 -0.341  0.0000
7 S -1.823 -0.555 0.411  0.6348
8 H 2.092 0.547 -0.153  0.0268
9 H 1.106 -0.275 -1.510  0.0074
10 H 1.129 -1.030 0.071  -0.0352



4.
Formula: C4H5NO
Source: the Open Molecules 2025 dataset
Level of theory: ωB97M-V/def2-TZVPD

Results
E_tot: -285.2614 a.u.
LUMO energy (spin up / spin down): -1.71 / -1.71 eV
E_HOMO (spin up / spin down): -9.5117 / -9.5110 eV
frontier orbital gap (spin up / spin down): 7.80 / 7.80 eV
relative energy (zero: lowest compared OMol25 entry of this formula, charge and spin): 96.1 kcal/mol

Last column: Löwdin charge in e.
Geometry (Å):
1 O -0.539 -1.183 1.035  -0.0439
2 C 0.577 -0.798 0.295  -0.2557
3 C 0.164 -0.116 -1.082  -0.2065
4 C 0.375 1.258 -0.641  0.0538
5 C -0.620 1.744 0.230  -0.2834
6 N -1.359 2.214 1.006  0.1751
7 H -0.970 -0.398 1.402  0.0797
8 H 1.143 -1.696 0.044  0.1321
9 H 0.832 -0.423 -1.890  0.1008
10 H -0.862 -0.452 -1.269  0.1252
11 H 1.258 -0.150 0.871  0.1227



5.
Formula: C4H6FO4Pb
Source: the Open Molecules 2025 dataset
Level of theory: ωB97M-V/def2-TZVPD

Results
E_tot: -749.5124 a.u.
LUMO energy (spin up / spin down): -3.17 / -3.07 eV
E_HOMO (spin up / spin down): -5.0896 / -5.0915 eV
frontier orbital gap (spin up / spin down): 1.92 / 2.02 eV
spin multiplicity: 2
relative energy (zero: lowest compared OMol25 entry of this formula, charge and spin): 75.9 kcal/mol
expectation value of S²: 0.752

Last column: Löwdin charge in e.
Geometry (Å):
1 C 1.673 -2.892 0.326  -0.4762
2 O 1.828 -1.882 -0.579  -0.4327
3 H 0.683 -2.891 0.850  0.0169
4 H 1.767 -3.917 -0.115  0.0367
5 H 2.426 -2.871 1.163  0.0335
6 C -1.483 2.049 0.147  -0.5828
7 O -1.889 0.862 -0.276  0.1687
8 C -0.774 0.093 -0.723  -0.2643
9 C 0.423 0.820 -0.130  0.0418
10 O -0.192 2.145 0.231  0.0941
11 O -2.280 2.906 0.500  -0.2856
12 F -0.781 0.159 -2.084  0.0828
13 H -0.887 -0.947 -0.411  0.1702
14 H 0.752 0.379 0.815  0.1460
15 H 1.190 1.042 -0.876  0.1506
16 Pb -2.456 4.945 1.164  1.1003



6.
Formula: C33H24BrF3NO9PSSe2W
Source: the Open Molecules 2025 dataset
Level of theory: ωB97M-V/def2-TZVPD

Results
E_tot: -10486.8888 a.u.
LUMO energy (spin up / spin down): -1.90 / -1.90 eV
E_HOMO (spin up / spin down): -7.2049 / -7.1999 eV
frontier orbital gap (spin up / spin down): 5.30 / 5.30 eV
relative energy (zero: lowest compared OMol25 entry of this formula, charge and spin): 22.5 kcal/mol

Last column: Löwdin charge in e.
Geometry (Å):
1 W 1.341 0.860 -0.064  1.2289
2 C 4.584 1.648 -1.465  -0.0919
3 C 3.965 2.459 -0.513  -0.1101
4 C 4.003 2.086 0.837  -0.1407
5 C 4.652 0.909 1.215  -0.1610
6 C 5.258 0.108 0.260  -0.0906
7 C 5.236 0.485 -1.074  -0.0838
8 H 4.582 1.939 -2.505  0.1137
9 H 3.551 3.424 -0.794  0.1129
10 H 3.647 2.773 1.600  0.1096
11 H 4.705 0.641 2.260  0.0945
12 H 5.758 -0.795 0.566  0.1070
13 H 5.738 -0.119 -1.815  0.1122
14 Se -0.591 -0.039 -1.353  0.6708
15 P -1.039 -1.008 0.622  0.6675
16 Se 1.806 -0.460 1.854  0.3873
17 C -1.452 -2.747 0.275  -0.4552
18 C -0.925 -3.777 1.041  -0.1160
19 C -1.314 -5.080 0.769  -0.0893
20 C -2.201 -5.336 -0.265  -0.0947
21 C -2.692 -4.300 -1.048  -0.0718
22 C -2.313 -2.997 -0.788  -0.1099
23 C -2.603 -0.320 1.242  -0.4203
24 C -3.256 -1.027 2.251  -0.0961
25 C -4.451 -0.548 2.750  -0.0859
26 C -4.980 0.642 2.270  -0.0929
27 C -4.311 1.360 1.289  -0.0824
28 C -3.115 0.889 0.780  -0.1246
29 H -0.194 -3.562 1.809  0.1041
30 H -0.903 -5.904 1.334  0.1116
31 H -2.480 -6.353 -0.488  0.1082
32 H -3.357 -4.503 -1.875  0.1095
33 H -2.638 -2.167 -1.403  0.0885
34 H -2.833 -1.946 2.623  0.1019
35 H -4.971 -1.100 3.518  0.1018
36 H -5.912 1.020 2.663  0.0992
37 H -4.727 2.289 0.926  0.1077
38 H -2.592 1.456 0.022  0.0696
39 O 2.664 0.187 -3.221  0.1321
40 C 2.379 -0.622 -2.360  -0.4911
41 O 2.403 -0.191 -1.043  -0.3888
42 C 1.881 -1.975 -2.500  -0.1549
43 C 1.734 -2.778 -1.348  -0.0012
44 C 1.144 -4.010 -1.443  0.0263
45 C 0.621 -4.435 -2.669  -0.1319
46 C 0.794 -3.663 -3.826  0.0334
47 C 1.439 -2.455 -3.748  0.0224
48 N -0.111 -5.643 -2.719  -0.3302
49 O -0.138 -6.346 -1.711  0.0619
50 O -0.715 -5.920 -3.749  0.0854
51 H 2.105 -2.425 -0.388  0.0906
52 H 1.037 -4.662 -0.592  0.1155
53 H 0.414 -4.046 -4.760  0.1237
54 H 1.585 -1.837 -4.621  0.1301
55 Br -0.718 7.320 4.018  0.7508
56 C -1.047 5.491 3.645  -0.6698
57 C -2.035 4.836 4.371  -0.1033
58 C -2.289 3.498 4.102  -0.0508
59 C -1.564 2.826 3.146  0.0149
60 C -0.554 3.491 2.426  -0.1078
61 C -0.301 4.852 2.681  -0.0327
62 C 0.228 2.780 1.465  -0.4743
63 O 1.332 3.173 0.937  -0.0564
64 O -0.096 1.552 1.057  -0.4442
65 H -2.589 5.359 5.134  0.1030
66 H -3.053 2.974 4.658  0.1131
67 H -1.750 1.780 2.964  0.1119
68 H 0.463 5.366 2.121  0.1216
69 F -0.034 4.097 -4.243  0.1603
70 C -0.006 2.973 -3.541  -0.6537
71 F 0.904 2.168 -4.068  0.1438
72 F -1.194 2.379 -3.626  0.1306
73 S 0.432 3.297 -1.743  0.5820
74 O -0.754 3.012 -0.987  -0.3102
75 O 1.041 4.569 -1.674  -0.2074
76 O 1.370 2.130 -1.471  -0.5344



7.
Formula: CH5N5
Source: the Open Molecules 2025 dataset
Level of theory: ωB97M-V/def2-TZVPD

Results
E_tot: -314.6967 a.u.
LUMO energy: 0.71 eV
E_HOMO: -9.2223 eV
frontier orbital gap: 9.93 eV
relative energy (zero: lowest compared OMol25 entry of this formula, charge and spin): 73.7 kcal/mol

Last column: Löwdin charge in e.
Geometry (Å):
1 C 1.734 -0.032 0.131  -0.1300
2 N 3.009 0.024 -0.014  0.0770
3 N 0.178 0.796 -0.065  0.0515
4 N -2.000 0.595 0.145  0.0997
5 N -0.753 -0.039 -0.006  -0.5026
6 N -0.694 -1.293 -0.035  0.0787
7 H 1.388 -0.957 0.581  0.0482
8 H -2.736 0.172 -0.409  0.0933
9 H -1.922 1.598 0.022  0.0894
10 H 3.399 0.865 -0.434  0.0395
11 H -1.604 -1.728 0.084  0.0553



8.
Formula: CHFO2
Source: the Open Molecules 2025 dataset
Level of theory: ωB97M-V/def2-TZVPD

Results
E_tot: -289.0880 a.u.
SMILES: O=C=O.F
LUMO energy: 0.40 eV
E_HOMO: -13.2813 eV
frontier orbital gap: 13.68 eV
relative energy (zero: lowest compared OMol25 entry of this formula, charge and spin): 0.0 kcal/mol

Last column: Löwdin charge in e.
Geometry (Å):
1 C 1.370 0.179 0.043  -0.4322
2 O 2.266 -0.515 0.176  0.2336
3 O 0.475 0.885 -0.066  0.2081
4 F -2.137 -0.725 -0.172  -0.0855
5 H -1.975 0.177 0.019  0.0760